Entry 1:
Computed, not measured: C42H41MgNO3P2S as an isolated structure, with ωB97M-V/def2-TZVPD.

Summary:
* ΔE to the lowest compared entry with this formula, charge and spin: 98.63 kcal/mol
* electronic energy: -86698.630 eV
* HOMO-LUMO gap (alpha / beta): 5.02 / 4.56 eV
* spin multiplicity: 1
* total charge: 0
* highest occupied orbital energy (alpha / beta): -5.401 / -4.940 eV

```
91
Properties=species:S:1:pos:R:3:forces:R:3:mulliken_charge:R:1
Mg -2.8286 -2.6340 -2.7585 4.45 1.90 0.72 1.23
C -3.4662 -2.6784 -4.6981 0.20 -1.46 -1.28 -0.45
C -3.6355 -1.3570 -4.2853 -0.61 1.47 -0.03 -0.33
C -4.9305 -0.7745 -3.7726 -0.58 0.27 0.29 -0.43
C -5.6339 -1.5543 -2.6202 -0.26 0.68 -0.80 -1.16
C -4.6769 -2.1866 -1.6405 -1.54 -1.23 1.14 0.66
C -4.2654 -3.4925 -1.6620 -1.42 0.32 1.16 0.28
C -4.2671 -4.4398 -2.8411 -0.61 -0.57 -0.96 -0.95
C -4.4078 -3.8068 -4.3058 0.01 -0.92 -0.14 -1.08
C -0.4869 0.3299 2.1745 0.47 -0.23 1.22 -1.49
H -2.6027 -2.9809 -5.3265 -0.71 0.37 0.32 0.45
H -2.9187 -0.5874 -4.5971 -0.14 -0.46 -0.13 0.33
H -5.6806 -0.6518 -4.5759 0.13 0.02 0.03 0.51
H -4.7371 0.2375 -3.3829 0.11 -0.30 -0.19 0.05
H -6.2573 -0.8306 -2.0700 0.29 -0.23 -0.04 0.59
H -6.3619 -2.2676 -3.0421 0.54 -0.05 0.30 0.23
H -4.5727 -1.6729 -0.6724 0.32 -0.07 -0.57 -0.28
H -3.8698 -3.8949 -0.7346 0.20 0.05 0.01 0.06
H -5.0887 -5.1720 -2.7404 0.11 0.18 0.16 0.45
H -3.3503 -5.0662 -2.7768 -0.34 0.31 -0.24 0.29
H -4.1514 -4.6464 -4.9785 -0.37 0.30 0.29 0.40
H -5.4686 -3.5626 -4.4697 0.31 -0.09 0.05 0.33
H 0.3000 -0.3624 1.8599 -0.14 0.24 0.00 0.41
H -0.5564 0.3183 3.2702 0.32 0.01 -0.08 0.53
H -0.2727 1.3478 1.8252 -0.12 -0.32 0.05 0.29
P -0.6216 0.6860 -2.5237 -3.25 -3.25 0.88 1.22
P -2.0722 -0.1180 1.4956 -1.11 0.61 -3.87 2.42
C -1.9709 0.1608 -1.4503 1.48 -1.82 -4.07 -0.24
C -2.2679 0.5589 -0.1575 -1.20 1.55 4.03 -1.73
C -0.8604 2.1766 -3.4967 0.45 0.71 -0.30 0.33
C -2.1244 2.4982 -4.0463 0.62 0.16 0.03 -0.37
C -2.2451 3.6323 -4.8562 0.27 -0.07 0.11 -0.60
C -1.1366 4.4568 -5.0961 0.22 -0.25 0.11 -0.59
C 0.1067 4.1426 -4.5345 -0.17 -0.12 0.03 -0.64
C 0.2526 3.0017 -3.7412 -0.48 0.14 -0.25 -0.67
C -0.0093 -0.6298 -3.6047 -0.18 1.59 -0.69 -0.03
C -0.4655 -1.9654 -3.4067 -1.49 -0.65 1.49 1.00
C 0.4160 -3.0263 -3.8007 0.84 -0.55 -1.69 -1.17
C 0.9950 -2.8473 -5.0603 -0.27 -0.37 1.41 -0.41
C 1.0058 -1.5595 -5.6196 -0.52 1.19 -0.39 -0.77
C 0.6124 -0.4404 -4.8621 0.31 -0.56 -0.05 -0.65
C -3.3272 0.5739 2.6160 0.10 0.40 0.37 0.34
C -3.6065 1.9513 2.5278 0.01 -0.09 0.39 -0.62
C -4.3608 2.5800 3.5232 -0.02 -0.38 -0.10 -0.76
C -4.8881 1.8287 4.5786 0.03 -0.09 -0.05 -0.41
C -4.6626 0.4504 4.6472 0.01 0.17 -0.27 -0.74
C -3.8728 -0.1718 3.6766 0.07 0.38 0.08 -0.37
C -2.3170 -1.9198 1.5887 0.24 -0.79 0.47 0.39
C -1.2148 -2.7890 1.6540 -0.15 0.19 0.04 -0.53
C -1.3886 -4.1665 1.8060 -0.21 -0.17 -0.20 -0.55
C -2.6735 -4.7165 1.8746 0.11 0.27 -0.04 -0.49
C -3.7882 -3.8676 1.7943 0.27 0.15 -0.19 -1.07
C -3.6090 -2.4867 1.6323 0.07 -0.18 0.10 -0.16
H -2.7977 -0.3218 -2.0458 0.74 0.52 -0.08 0.55
H -2.9061 1.4541 -0.0706 -0.04 -0.25 0.48 -0.05
H -3.0021 1.8740 -3.8431 0.45 0.16 0.02 0.35
H -3.2054 3.8797 -5.3099 0.23 -0.08 0.17 0.41
H -1.2264 5.3362 -5.7392 -0.05 -0.29 0.25 0.36
H 0.9794 4.7704 -4.7125 -0.27 -0.06 -0.04 0.40
H 1.2318 2.7489 -3.3186 -0.46 0.09 -0.20 0.29
H -1.4756 -2.0333 -3.8690 0.66 -0.12 0.30 -0.38
H 0.5808 -3.9303 -3.2029 -0.45 0.07 -0.49 0.44
H 1.3680 -3.6932 -5.6381 0.39 0.18 0.33 0.40
H 1.2874 -1.4357 -6.6599 0.20 0.13 0.15 0.37
H 0.7302 0.5598 -5.2689 0.23 -0.01 0.05 0.41
H -3.2012 2.5379 1.7028 -0.05 -0.18 0.25 0.36
H -4.5300 3.6560 3.4751 0.00 -0.30 0.00 0.38
H -5.4761 2.3189 5.3551 0.14 -0.11 -0.21 0.37
H -5.0976 -0.1464 5.4551 0.20 0.27 -0.28 0.38
H -3.6708 -1.2366 3.7683 0.02 0.26 -0.02 0.34
H -0.2043 -2.3848 1.5926 -0.29 -0.20 0.09 0.10
H -0.5084 -4.8138 1.8567 -0.32 0.23 -0.02 0.48
H -2.8048 -5.7993 1.9744 0.03 0.45 0.03 0.36
H -4.7981 -4.2910 1.8335 0.38 0.23 0.01 0.38
H -4.4959 -1.8476 1.5738 0.36 -0.14 0.04 0.67
O 3.1291 -2.6379 -0.5113 -0.44 0.74 0.64 -0.69
S 2.4736 -1.6010 0.2465 -0.60 0.10 -0.81 1.16
O 1.9824 -1.8902 1.5802 0.48 0.21 -0.84 -0.66
N 1.1954 -0.9174 -0.6424 0.49 0.60 0.08 -0.10
C 1.4731 0.3157 -0.9502 -2.19 -1.69 -0.34 0.92
O 0.5742 1.1439 -1.5240 2.11 0.28 0.71 -0.44
C 2.7509 0.8498 -0.5609 0.68 1.02 0.85 0.04
C 3.1736 2.1850 -0.6742 -0.15 -0.70 -0.04 -0.55
C 4.3122 2.5601 0.0367 0.07 -0.35 -0.02 -0.61
C 4.9680 1.6189 0.8494 -0.21 -0.19 -0.07 -0.55
C 4.5204 0.2876 0.9707 0.08 0.05 -0.29 -0.75
C 3.4076 -0.0902 0.2327 0.80 1.04 0.33 0.17
H 2.5920 2.8800 -1.2926 0.32 -0.27 0.38 0.40
H 4.6838 3.5857 -0.0426 -0.09 -0.42 0.14 0.41
H 5.8383 1.9355 1.4156 -0.09 -0.07 -0.06 0.38
H 5.0147 -0.4489 1.6108 -0.06 0.45 -0.16 0.45
```
Positions in Å, forces in eV/Å.


Entry 2:
Computed, not measured: a 15-piece molecular cluster, H29O15 overall, with ωB97M-V/def2-TZVPD.

Summary:
* ΔE to the lowest compared entry with this formula, charge and spin: 46.38 kcal/mol
* electronic energy: -31184.209 eV
* HOMO-LUMO gap: 7.86 eV
* spin multiplicity: 1
* total charge: -1
* highest occupied orbital energy: -5.612 eV

```
44
Properties=species:S:1:pos:R:3:forces:R:3:mulliken_charge:R:1
O -0.6173 -2.1656 -0.7743 0.71 0.02 -0.77 -0.53
H -3.9711 -2.4434 -0.8268 0.99 0.46 0.13 0.16
H -1.4046 1.9678 -3.0167 -0.14 1.30 0.48 0.29
O 1.1700 -0.4898 0.4466 -0.55 0.39 -1.16 -0.64
H 0.6987 0.4424 0.3685 0.85 -0.07 0.57 0.33
H 1.7721 3.8152 1.3787 0.00 -0.32 0.51 0.43
O -1.2993 2.8510 -3.4499 -0.21 -1.96 0.20 -0.60
H 0.9162 3.5816 2.6551 0.01 -0.11 -0.41 0.28
H -4.6786 -1.1550 -2.7335 -1.11 -0.85 1.30 0.32
O -2.0845 -3.4441 -3.1577 -2.20 -1.32 -0.38 -0.67
H 2.1597 4.7424 -0.1113 -0.22 -0.12 -0.50 0.28
H -1.2467 -3.8826 -3.0917 0.92 1.00 0.22 0.31
O 4.1316 -2.6392 1.2701 0.33 -0.60 -0.15 -0.66
H 3.3009 -2.1664 1.3096 -0.27 0.28 -0.21 0.32
H -0.8425 -3.9730 1.3600 -0.26 0.01 -0.53 0.30
O 1.7664 2.1608 -1.6187 0.51 1.49 -0.84 -0.76
H 1.3632 -0.6399 1.3645 -0.26 0.31 0.60 0.22
H 1.9066 1.3023 -1.9913 -0.30 -0.68 0.31 0.25
O -3.3535 -0.4592 0.3184 -0.32 0.83 -1.15 -0.61
H 4.0272 -3.2857 0.5559 -0.07 0.37 0.27 0.31
H 0.0528 -1.5500 -0.3670 -0.64 -0.36 0.26 0.45
O -3.3344 -3.1028 -0.5739 0.00 -1.00 1.41 -0.62
H -3.7783 -0.9499 1.0098 0.37 -0.29 0.74 0.32
H -1.4596 -2.1348 -0.3186 -0.01 0.22 0.41 0.27
O 0.3002 2.0344 0.3712 0.03 -0.55 -0.16 -0.99
H -0.0610 -3.4797 2.5223 -0.41 0.42 -0.05 0.29
H -0.8980 2.4748 -4.2373 0.35 0.71 -0.63 0.30
O 2.7607 3.9986 -0.0654 0.57 -0.81 -0.25 -0.81
H -2.1702 -2.4970 -3.1362 1.39 0.31 0.21 0.32
O 0.4957 0.6649 3.3654 -0.89 0.03 0.23 -0.58
H 1.3964 0.7128 3.6878 0.06 0.53 0.16 0.31
H 2.4488 3.2136 -0.6260 0.19 1.20 0.25 0.48
O 4.7854 1.6776 1.7655 -0.51 0.62 -1.23 -0.68
H 5.2607 1.6719 0.9081 -0.33 -0.10 0.80 0.31
H 3.9696 2.1804 1.5188 0.72 -0.41 0.45 0.36
O -0.8680 -3.2778 2.0181 0.61 -0.36 0.70 -0.58
H -2.4312 -0.2723 0.5063 0.04 -0.25 0.51 0.27
H -2.8226 -3.4512 -1.3055 -0.15 0.20 -0.84 0.36
O -5.3763 -1.5523 -2.1361 0.49 1.19 -1.37 -0.62
H -0.6426 1.9792 0.5085 -0.44 0.25 -0.01 0.11
H -0.0173 1.4393 3.6766 0.91 -0.66 -0.30 0.26
O 1.6668 4.0767 2.3174 -0.08 0.25 0.48 -0.68
H -4.9783 -2.2672 -1.6455 -0.35 -0.31 -0.69 0.35
H 0.9737 2.2671 -0.9953 -0.32 -1.25 0.45 0.47
```
Positions in Å, forces in eV/Å.


Entry 3:
Computed, not measured: a 7-piece molecular cluster, C45H42ClN4O25 overall, with ωB97M-V/def2-TZVPD.

Summary:
* electronic energy: -117004.421 eV
* HOMO-LUMO gap: 7.18 eV
* spin multiplicity: 1
* total charge: +1
* highest occupied orbital energy: -10.994 eV

```
117
Properties=species:S:1:pos:R:3:forces:R:3:mulliken_charge:R:1
C 6.7062 -4.2802 2.9527 0.34 -0.87 0.10 -0.72
C 7.3804 -5.0538 1.7654 -0.62 0.08 -0.14 -0.80
C 7.2977 -4.3366 0.3732 0.87 -0.50 0.03 -0.15
C 7.8852 -2.8861 0.3637 0.38 -1.21 0.01 -0.56
O 6.9727 -1.9189 -0.2718 -0.33 -0.88 0.70 -0.38
N 6.2709 -1.2550 0.6845 3.08 0.94 -1.45 -0.02
C 6.8510 -0.1678 1.2147 -2.93 0.04 1.50 -0.04
N 6.0083 0.3130 2.1713 0.13 -1.25 -1.43 -0.63
C 4.9343 -0.5290 2.1505 0.81 0.57 0.38 0.28
N 3.9083 -0.3542 2.9954 -1.00 0.26 0.13 -0.15
N 5.0514 -1.5238 1.2031 0.20 1.16 0.85 0.68
C 4.1927 -2.6470 0.8211 -1.06 -1.32 -0.38 0.03
Cl 4.1240 -2.8890 -0.9875 0.38 0.51 0.79 -0.14
C 2.7180 -2.5794 1.3091 -0.13 -0.96 0.47 0.08
C 2.0275 -3.9505 0.9325 0.44 0.16 -0.46 -1.29
H 7.1647 -4.6502 3.8972 -0.38 0.40 -0.53 0.36
H 6.8497 -3.1790 2.9248 -0.20 -0.62 0.00 0.13
H 5.6281 -4.5620 3.0121 0.67 0.53 -0.06 0.19
H 6.8182 -6.0118 1.6526 0.57 0.58 0.08 0.32
H 8.4250 -5.3422 2.0015 -0.54 0.40 -0.11 0.39
H 7.9262 -4.9346 -0.3288 -0.63 0.35 0.37 0.38
H 6.2616 -4.4072 -0.0141 0.60 0.45 0.13 0.16
H 8.1438 -2.6005 1.4043 -0.38 0.31 -0.66 0.38
H 8.8310 -2.8127 -0.2188 -0.86 -0.08 0.18 0.40
H 7.8254 0.2520 0.9269 -0.67 -0.52 0.03 0.41
H 3.5160 0.5816 3.0445 0.41 -0.31 0.28 0.24
H 3.5115 -1.0512 3.6194 0.13 0.09 -0.41 0.16
H 4.6159 -3.5997 1.2099 0.03 0.88 -0.23 -0.20
H 2.6872 -2.5297 2.4216 0.11 0.27 -0.84 0.08
H 2.1497 -1.7576 0.8346 0.58 -0.24 0.44 0.41
H 1.3650 -4.3251 1.7355 0.25 0.44 -0.48 0.38
H 2.7887 -4.7453 0.7468 -0.52 0.52 0.18 0.31
H 1.4716 -3.8140 -0.0182 0.20 -0.25 0.69 0.31
C 1.1507 0.3699 5.7415 0.17 -0.46 -0.18 -1.00
C 0.0920 1.1400 6.0258 0.61 0.68 0.00 0.29
C -1.2826 0.5603 6.1628 -0.54 -0.55 0.01 0.93
O -2.2084 1.2942 6.4393 0.30 0.28 -0.04 -0.59
C -1.4446 -0.8767 5.9498 -0.06 0.24 0.03 -0.93
C -0.3865 -1.6415 5.6632 -0.56 -0.52 0.05 0.40
C 0.9887 -1.0650 5.5531 0.30 0.64 0.10 1.08
O 1.9287 -1.8089 5.3055 -0.10 -0.22 -0.33 -0.72
O -0.5065 -2.9637 5.4606 0.56 0.50 -0.05 -0.57
O 0.2099 2.4572 6.2013 -0.56 -0.59 -0.01 -0.56
H 2.1484 0.7761 5.6428 -0.02 0.04 0.09 0.55
H -2.4433 -1.2821 6.0340 0.02 -0.01 0.01 0.45
H 0.3950 -3.2853 5.2745 -0.08 -0.10 0.07 0.33
H -0.6925 2.7799 6.3964 0.06 0.10 0.03 0.36
C 1.9641 -0.9113 -3.3151 0.10 0.03 -0.20 -0.88
C 0.9199 -0.7832 -2.4931 0.56 -0.28 0.48 0.39
C -0.3964 -0.2694 -2.9756 -0.33 0.25 -0.54 0.77
O -1.3247 -0.1906 -2.1934 0.12 0.10 0.37 -0.24
C -0.5055 0.1194 -4.3756 -0.16 -0.02 0.50 -1.32
C 0.5381 -0.0022 -5.2001 -0.50 0.30 -0.51 0.57
C 1.8496 -0.5428 -4.7265 0.35 -0.20 0.33 0.80
O 2.7692 -0.6547 -5.5130 -0.22 0.13 -0.16 -0.62
O 0.4505 0.3586 -6.4889 0.62 -0.30 0.62 -0.53
O 1.0013 -1.1110 -1.1883 -0.51 0.23 -0.37 -0.35
H 2.9190 -1.2830 -2.9731 -0.01 0.01 -0.03 0.41
H -1.4560 0.5069 -4.7095 0.00 -0.04 0.05 0.51
H 1.3290 0.1758 -6.8743 -0.11 0.04 -0.17 0.33
H 0.1151 -0.9265 -0.8203 0.02 0.03 -0.03 0.21
C -1.5568 4.0237 0.6172 0.09 -0.40 -0.07 -1.18
C -2.6106 4.7866 0.9336 0.69 0.65 -0.02 0.41
C -3.9827 4.2039 1.0738 -0.49 -0.47 -0.03 1.19
O -4.9074 4.9294 1.3806 0.25 0.22 -0.02 -0.57
C -4.1487 2.7728 0.8276 -0.04 0.23 0.07 -0.97
C -3.0973 2.0113 0.5080 -0.59 -0.54 -0.03 0.35
C -1.7189 2.5915 0.3948 0.30 0.53 0.00 1.02
O -0.7811 1.8622 0.1207 -0.13 -0.40 0.06 -0.48
O -3.2372 0.6930 0.2761 0.67 0.55 0.12 -0.58
O -2.4883 6.1024 1.1403 -0.65 -0.75 -0.02 -0.47
H -0.5608 4.4320 0.5154 -0.02 0.02 0.00 0.47
H -5.1473 2.3676 0.9148 0.02 -0.01 -0.01 0.46
H -2.3443 0.3610 0.0645 -0.10 0.00 -0.18 0.20
H -3.3906 6.4247 1.3559 0.10 0.30 0.07 0.27
C -3.7903 11.2048 3.9966 -0.21 -0.16 -0.12 -0.92
C -2.4599 11.1888 4.1328 -0.22 0.67 0.37 0.31
C -1.6291 10.0807 3.5672 0.08 -0.49 -0.27 0.91
O -0.4208 10.1168 3.6990 -0.08 0.26 0.17 -0.61
C -2.3166 8.9895 2.8777 0.22 0.06 0.07 -0.78
C -3.6454 9.0061 2.7460 0.36 -0.59 -0.30 0.27
C -4.4734 10.1264 3.2872 -0.15 0.60 0.33 0.82
O -5.6786 10.1025 3.1244 0.08 -0.36 -0.18 -0.62
O -4.3089 8.0156 2.1188 -0.23 0.68 0.34 -0.55
O -1.8056 12.1632 4.7806 0.19 -0.64 -0.36 -0.55
H -4.4018 12.0005 4.3986 0.02 0.00 -0.01 0.43
H -1.7076 8.1851 2.4880 -0.01 0.01 -0.02 0.49
H -5.2530 8.2664 2.1579 -0.02 -0.14 -0.06 0.33
H -0.8612 11.9195 4.7378 -0.02 0.10 0.04 0.36
C -2.3194 -2.4292 -9.0192 0.10 0.26 0.11 -1.07
C -3.1843 -3.3516 -8.5839 0.33 -0.35 -0.66 0.42
C -4.0289 -3.1212 -7.3719 -0.21 0.30 0.48 0.90
O -4.8150 -3.9813 -7.0233 0.15 -0.17 -0.24 -0.63
C -3.8661 -1.8606 -6.6507 -0.07 -0.23 0.01 -0.91
C -2.9999 -0.9388 -7.0828 -0.37 0.26 0.63 0.39
C -2.1719 -1.1587 -8.3124 0.21 -0.33 -0.53 0.96
O -1.4069 -0.2894 -8.6817 -0.19 0.21 0.28 -0.61
O -2.8383 0.2265 -6.4288 0.29 -0.25 -0.79 -0.64
O -3.3378 -4.5263 -9.2113 -0.29 0.33 0.61 -0.56
H -1.7047 -2.5840 -9.8951 -0.03 0.00 0.00 0.43
H -4.4710 -1.7132 -5.7660 -0.01 0.03 -0.02 0.55
H -2.1642 0.7227 -6.9352 -0.04 -0.01 -0.01 0.36
H -4.0178 -5.0090 -8.7033 0.02 -0.05 -0.09 0.35
C -3.0892 -4.7887 -1.6352 0.17 0.32 -0.06 -1.15
C -4.2359 -5.4090 -1.3349 0.53 -0.63 0.08 0.37
C -5.5450 -4.6818 -1.3432 -0.44 0.60 -0.09 0.94
O -6.5625 -5.2928 -1.0815 0.26 -0.30 0.07 -0.60
C -5.5363 -3.2565 -1.6640 -0.11 -0.28 0.08 -0.84
C -4.3888 -2.6366 -1.9606 -0.56 0.69 -0.09 0.40
C -3.0862 -3.3707 -1.9785 0.26 -0.61 0.08 0.91
O -2.0733 -2.7622 -2.2742 -0.09 0.02 -0.04 -0.43
O -4.3490 -1.3279 -2.2565 0.55 -0.68 0.00 -0.56
O -4.2710 -6.7081 -1.0140 -0.48 0.57 -0.07 -0.57
H -2.1380 -5.3030 -1.6355 -0.03 -0.03 -0.02 0.49
H -6.4849 -2.7382 -1.6497 0.02 0.00 -0.02 0.48
H -3.4084 -1.1201 -2.4320 -0.05 0.20 0.04 0.19
H -5.2117 -6.9115 -0.8443 0.04 -0.08 -0.01 0.35
```
Positions in Å, forces in eV/Å.


Entry 4:
Computed, not measured: one molecule with the formula C5H11NOS, with ωB97M-V/def2-TZVPD.

Summary:
* structure (SMILES): OC[C@@]1(CS)CCN1
* ΔE to the lowest compared entry with this formula, charge and spin: 56.30 kcal/mol
* electronic energy: -19734.654 eV
* HOMO-LUMO gap: 9.58 eV
* spin multiplicity: 1
* total charge: 0
* highest occupied orbital energy: -8.768 eV

```
19
Properties=species:S:1:pos:R:3:forces:R:3:mulliken_charge:R:1
O -0.1635 -0.6986 2.6596 0.41 0.30 -0.93 -0.54
C -0.9717 0.0835 1.7572 -0.14 -1.69 0.02 -0.90
C -0.3999 0.0527 0.3391 0.98 -1.89 0.31 1.11
C 1.1473 0.4040 0.3104 -0.96 -1.16 0.36 -0.97
S 1.8621 0.4645 -1.3273 -0.56 0.92 -1.14 -0.22
C -0.6879 -1.2280 -0.4803 -0.05 -1.45 -0.10 -0.87
C -1.4804 -0.3750 -1.4861 1.30 -0.41 -0.65 -0.43
N -1.2969 0.7038 -0.5642 -0.34 2.50 0.28 -0.45
H -0.4507 -0.5362 3.5513 -0.21 0.12 0.45 0.31
H -0.9705 1.1230 2.0304 -0.47 0.58 0.52 0.36
H -1.9826 -0.4264 1.7603 0.77 1.19 -0.26 0.32
H 1.7518 -0.3562 0.8852 -0.85 0.69 -0.58 0.37
H 1.3229 1.3500 0.7539 0.10 0.95 0.73 0.44
H 1.0252 1.4590 -1.8712 0.91 -1.04 0.64 0.09
H -1.3565 -1.9825 -0.0617 0.26 0.12 0.56 0.30
H 0.2142 -1.7346 -0.8153 -0.10 0.03 -0.29 0.30
H -2.5107 -0.6257 -1.5618 -0.92 -0.44 -0.33 0.28
H -1.0411 -0.2744 -2.5054 -0.12 0.04 0.67 0.22
H -1.0532 1.6108 -0.8982 0.01 0.66 -0.25 0.28
```
Positions in Å, forces in eV/Å.